Molecular formula: C30H61BrO8PS3
Method: DFT, ωB97M-V/def2-TZVPD

The geometry in XYZ format:
```
104
Properties=species:S:1:pos:R:3
C 4.9126 -1.4905 0.3541
C 4.5449 -0.5751 -0.9942
C 4.6734 -1.5599 -2.2986
C 3.5105 -2.7089 -2.4215
C 2.1002 -2.3568 -1.6633
C 1.2397 -3.7903 -1.6176
C 0.5998 -4.1939 -3.0772
C -0.5489 -5.3384 -2.7915
C -2.0942 -4.8130 -2.9529
C -2.7693 -4.2656 -1.5391
C -3.2093 -2.6566 -1.6270
C -1.8706 -1.7310 -1.8339
P -2.2347 0.1466 -2.0576
C -0.5766 0.9947 -2.6200
O -0.7945 2.3336 -3.2153
C 0.5523 2.7917 -3.6601
C 1.4391 3.5966 -2.5019
O 1.0538 2.6004 -4.8870
C -2.8822 1.0172 -0.4860
C -2.4647 0.2299 0.8958
C -0.8172 0.3517 1.1507
Br -3.3527 1.1856 2.4131
H 4.0482 -2.2603 0.5944
H 5.1815 -0.8202 1.2783
H 5.8567 -2.1579 0.0702
H 5.3425 0.3080 -1.0117
H 3.4986 -0.0551 -0.8664
H 5.7064 -2.1446 -2.1723
H 4.8010 -0.8806 -3.2430
H 3.9733 -3.7586 -2.1352
H 3.2499 -2.7928 -3.5835
H 1.4349 -1.6030 -2.2806
H 2.2028 -2.0236 -0.5462
H 2.0569 -4.6249 -1.3742
H 0.4662 -3.8316 -0.7402
H 1.4834 -4.7104 -3.6898
H 0.2371 -3.2834 -3.7168
H -0.3611 -5.7281 -1.6788
H -0.3410 -6.2935 -3.4765
H -2.7417 -5.7357 -3.3281
H -2.1781 -3.9960 -3.8004
H -3.6725 -4.9369 -1.1882
H -1.9310 -4.3387 -0.6968
H -3.7597 -2.3452 -0.6361
H -3.9949 -2.5362 -2.4996
H -1.3835 -2.0828 -2.8655
H -1.1660 -1.9237 -0.9149
H -3.1579 0.3078 -3.1583
H -0.0821 0.3172 -3.4586
H 0.1965 1.0469 -1.7130
H 1.8248 2.8942 -1.6465
H 0.7287 4.4103 -2.0043
H 2.3825 4.1179 -2.9741
H -4.0529 1.1677 -0.5250
H -2.4046 2.0851 -0.4304
H -2.7224 -0.9268 0.8361
H -0.4281 1.1537 0.3849
H -0.6443 0.8146 2.2320
H -0.2797 -0.6904 1.0055
C -0.1805 1.9103 7.4070
C -1.2446 1.4573 6.4085
C -0.8873 2.0617 5.0517
S 0.8871 2.2699 5.0491
O 1.1846 3.6861 5.0019
O 1.4771 1.3222 4.1249
C 1.1558 1.6918 6.7132
H -0.2415 1.3529 8.3463
H -0.3162 2.9743 7.6345
H -1.2366 0.3627 6.3384
H -2.2488 1.7585 6.7228
H -1.1769 1.4030 4.2290
H -1.3443 3.0462 4.9193
H 1.9748 2.2466 7.1740
H 1.4034 0.6273 6.6617
C 0.6884 5.8776 -6.1640
C 1.4735 5.6649 -7.4574
C 1.3502 6.9437 -8.2843
S 1.1147 8.2739 -7.1152
O -0.2103 8.8254 -7.3059
O 2.3034 9.1025 -7.0898
C 1.0962 7.2522 -5.6552
H 0.9004 5.0972 -5.4272
H -0.3871 5.8597 -6.3771
H 2.5279 5.4807 -7.2179
H 1.1074 4.7973 -8.0151
H 2.2527 7.1317 -8.8714
H 0.4774 6.9122 -8.9422
H 0.4007 7.6622 -4.9209
H 2.1105 7.2356 -5.2456
C -2.5805 -3.4477 8.3343
C -3.6446 -3.9007 7.3358
C -3.2873 -3.2962 5.9789
S -1.5129 -3.0880 5.9764
O -1.2154 -1.6719 5.9292
O -0.9229 -4.0357 5.0522
C -1.2442 -3.6661 7.6405
H -2.6415 -4.0050 9.2736
H -2.7162 -2.3836 8.5618
H -3.6366 -4.9952 7.2657
H -4.6488 -3.5994 7.6500
H -3.5769 -3.9549 5.1563
H -3.7443 -2.3117 5.8465
H -0.4252 -3.1113 8.1012
H -0.9966 -4.7306 7.5890
```

Properties
Kohn-Sham gap in Ha: 0.3201
Net charge: +1
Relative energy (zero: lowest compared OMol25 entry of this formula, charge and spin) in kcal per mole: 215.7
Total energy in a.u.: -5890.9160

Molecular formula: C30H62BaN2O20S6
Method: DFT, ωB97M-V/def2-TZVPD

The geometry in XYZ format:
```
121
Properties=species:S:1:pos:R:3
Ba -0.6143 -4.2255 0.7821
O 0.6933 -2.1198 -0.4642
C 0.0717 -0.8956 -0.2122
C -1.4236 -0.8375 0.2870
O -1.9767 -1.8372 1.1025
H 0.0683 -0.2732 -1.1347
H 0.7204 -0.2980 0.4689
H -2.0620 -0.8474 -0.6222
H -1.6287 0.1757 0.6896
O 3.7849 -3.9489 -0.6951
S 3.3462 -4.0378 0.6630
O 2.0655 -4.6432 0.9835
O 4.4402 -4.8041 1.5347
C 4.9747 -6.0265 0.9739
C 5.9127 -6.6265 2.0021
C 3.4351 -2.4325 1.4750
H 5.4216 -5.8316 -0.0024
H 4.1355 -6.6969 0.7658
H 5.3024 -6.7717 2.8934
H 6.7834 -6.0119 2.2130
H 6.2627 -7.5938 1.6431
H 2.5796 -1.8967 1.0583
H 4.3868 -1.9787 1.2182
H 3.3427 -2.5892 2.5468
O -5.7096 -0.3462 2.8733
S -5.1495 0.6790 3.6944
O -5.9686 1.7833 4.1276
O -4.4912 -0.0670 4.9565
C -4.1772 0.7309 6.1178
C -2.9073 0.1521 6.7390
C -3.6623 1.3429 2.9118
H -5.0069 0.7177 6.8238
H -4.0199 1.7492 5.7590
H -2.8502 0.4881 7.7750
H -2.0556 0.5424 6.1857
H -2.9420 -0.9338 6.7103
H -3.0725 0.4593 2.6677
H -3.1923 2.1235 3.5036
H -3.9624 1.7850 1.9617
O -2.5869 6.4139 2.3025
S -1.6739 5.3169 2.3716
O -1.9134 4.2577 3.3153
O -1.5507 4.6823 0.8626
C -1.3095 3.2669 0.7972
C -0.2945 2.9625 -0.2992
C 0.0159 5.8931 2.5313
H -2.2169 2.6729 0.6945
H -0.8238 2.9257 1.7158
H 0.6954 3.3559 -0.0723
H -0.5437 3.3908 -1.2761
H -0.3536 1.8821 -0.4595
H 0.6949 5.0620 2.6808
H 0.0678 6.6076 3.3530
H 0.1852 6.4870 1.6341
O -6.8336 1.8977 -1.9618
S -5.7268 1.8979 -1.0369
O -5.4589 0.7252 -0.2494
O -4.3831 2.2558 -1.8116
C -3.8514 1.1626 -2.6215
C -2.6372 1.6703 -3.3727
C -5.8147 3.3476 0.0368
H -4.6343 0.8847 -3.3258
H -3.5514 0.3969 -1.9076
H -2.9321 2.4125 -4.1163
H -2.2655 0.8082 -3.9283
H -1.9166 2.0940 -2.6757
H -6.0468 4.2058 -0.5787
H -4.8319 3.3407 0.5010
H -6.5579 3.0306 0.7653
O 3.7662 -0.1147 -2.4463
S 4.5883 0.2064 -1.3216
O 5.2743 -0.8330 -0.5957
O 5.6816 1.2637 -1.8526
C 6.7377 1.6971 -0.9988
C 8.0532 1.5816 -1.7415
C 3.6144 1.2289 -0.2420
H 6.7182 1.1451 -0.0561
H 6.5361 2.7372 -0.7153
H 8.3372 0.5262 -1.6942
H 8.9044 2.1297 -1.3420
H 7.9290 1.8648 -2.7850
H 4.1841 1.8609 0.4350
H 3.0189 0.5510 0.3736
H 2.9452 1.7786 -0.8986
O -3.7082 -2.5357 -2.7321
S -2.6197 -3.4486 -2.6235
O -2.3088 -4.0201 -1.3282
O -2.9695 -4.6750 -3.6153
C -2.1958 -5.8685 -3.4680
C -2.7552 -6.9126 -4.4190
C -1.1835 -2.7377 -3.4447
H -2.2571 -6.2074 -2.4347
H -1.1431 -5.7198 -3.7302
H -3.8351 -7.0127 -4.2994
H -2.3179 -7.8896 -4.2062
H -2.5759 -6.7112 -5.4742
H -0.3257 -3.3826 -3.2906
H -1.0060 -1.7932 -2.9233
H -1.4971 -2.4441 -4.4423
N 1.6804 -0.9446 -4.9258
C 0.9695 0.0781 -4.4302
C 0.4652 1.0874 -5.2260
C 0.7414 1.1024 -6.5921
C 1.5158 0.0874 -7.0908
C 1.9201 -0.9384 -6.2344
H 0.8141 0.1229 -3.3572
H -0.0603 1.9281 -4.7910
H 0.3815 1.8890 -7.2419
H 1.7838 0.0268 -8.1383
H 2.4585 -1.8010 -6.6071
N -0.1286 1.4659 4.2023
C 0.7365 1.5204 3.1838
C 1.8225 2.3988 3.1655
C 1.9986 3.2715 4.2242
C 1.0704 3.2550 5.2520
C 0.0902 2.2920 5.2347
H 0.5351 0.8703 2.3423
H 2.4038 2.4434 2.2528
H 2.8280 3.9637 4.1447
H 1.2160 3.9520 6.0675
H -0.6375 2.1982 6.0318
```

Properties
Kohn-Sham gap in Ha: 0.2140
Relative energy (zero: lowest compared OMol25 entry of this formula, charge and spin) in kcal per mole: 0.0
Total energy in a.u.: -5209.0997

Molecular formula: C30H62Cl27FO3P
Method: DFT, ωB97M-V/def2-TZVPD

The geometry in XYZ format:
```
124
Properties=species:S:1:pos:R:3
O -1.5589 3.2169 -3.0948
C -0.1932 2.9664 -3.4233
C 0.4711 4.2260 -3.9344
P 1.4517 5.1651 -2.6403
F 0.3966 4.5813 -1.4543
Cl 0.1695 6.9833 -2.7628
O 2.2847 5.9371 -1.3479
C 3.0828 5.0047 -0.6960
C 3.6942 4.2157 -1.8363
O 2.5632 3.8183 -2.5418
H -1.7045 3.0109 -2.1649
H 0.3577 2.5179 -2.5993
H -0.2004 2.2359 -4.2357
H -0.2602 4.8762 -4.3976
H 1.1955 3.9626 -4.7050
H 2.2911 5.7905 -3.5970
H 2.5111 4.2204 -0.1837
H 3.7531 5.3995 0.0661
H 4.3518 4.8841 -2.4029
H 4.2893 3.3950 -1.4344
Cl 3.5008 2.5269 1.7068
C 4.7262 1.3524 2.2599
C 5.9768 1.3034 1.4235
Cl 5.7640 0.5464 -0.1760
H 4.2562 0.3740 2.3248
H 4.9775 1.6909 3.2622
H 6.7196 0.6966 1.9388
H 6.3871 2.2987 1.2738
Cl 2.2938 0.6340 -4.8668
C 1.7943 -1.0430 -5.1767
C 0.5966 -1.4587 -4.3572
Cl 0.9924 -1.5510 -2.6228
H 2.6478 -1.6823 -4.9704
H 1.5510 -1.1180 -6.2357
H 0.2711 -2.4493 -4.6715
H -0.2339 -0.7665 -4.4700
Cl 5.1596 2.1788 5.6473
C 3.7681 3.3009 5.7054
C 3.9486 4.3805 6.7359
Cl 3.8939 3.7415 8.4027
H 2.8758 2.7124 5.8948
H 3.6824 3.7500 4.7169
H 3.1427 5.1050 6.6447
H 4.8953 4.8962 6.6079
Cl 5.0582 -5.0208 -2.5456
C 5.6307 -4.3335 -0.9970
C 5.5039 -2.8382 -0.9386
Cl 6.6114 -1.9884 -2.0400
H 6.6582 -4.6581 -0.8539
H 5.0145 -4.7661 -0.2163
H 5.7411 -2.4977 0.0685
H 4.4972 -2.5162 -1.1820
Cl 1.9084 5.7840 2.5890
C 1.1182 7.1016 1.6834
C 2.0936 8.1633 1.2627
Cl 2.7249 9.0961 2.6569
H 0.3235 7.5061 2.3039
H 0.6775 6.6505 0.7947
H 1.5982 8.8721 0.6042
H 2.9391 7.7336 0.7349
Cl 3.4187 -4.0698 1.6342
C 2.6641 -5.6374 2.0083
C 1.7863 -6.1155 0.8832
Cl 0.3318 -5.1023 0.6832
H 2.1073 -5.5281 2.9345
H 3.4729 -6.3484 2.1731
H 1.4444 -7.1276 1.0919
H 2.3190 -6.1180 -0.0643
Cl -2.1734 2.7256 0.3517
C -1.8486 0.9744 0.4675
C -0.3903 0.6773 0.6758
Cl 0.5811 1.0606 -0.7639
H -2.2186 0.5033 -0.4358
H -2.4266 0.6035 1.3125
H -0.2623 -0.3876 0.8709
H 0.0145 1.2340 1.5178
Cl -7.0039 -1.2790 1.6724
C -6.0883 0.1254 1.0501
C -5.5453 -0.1097 -0.3307
Cl -4.2505 -1.3404 -0.3507
H -5.2946 0.3444 1.7577
H -6.7740 0.9681 1.0325
H -5.1070 0.8134 -0.7098
H -6.3127 -0.4313 -1.0308
Cl -4.3263 -7.7416 4.5936
C -3.2385 -6.5649 3.8088
C -2.3998 -7.1947 2.7305
Cl -1.1942 -8.3341 3.3918
H -2.6196 -6.1172 4.5805
H -3.8669 -5.7909 3.3738
H -1.8481 -6.4238 2.1984
H -3.0122 -7.7370 2.0165
Cl 5.8735 -7.9911 1.4803
C 7.3928 -7.2569 2.0609
C 7.2048 -6.5152 3.3576
Cl 6.2047 -5.0588 3.1416
H 7.7639 -6.5998 1.2798
H 8.1046 -8.0676 2.2007
H 8.1718 -6.1912 3.7375
H 6.7303 -7.1404 4.1084
Cl -8.4268 4.9874 3.6899
C -8.1831 3.2236 3.7669
C -6.7396 2.8565 3.9868
Cl -5.7206 3.2413 2.5776
H -8.5645 2.7932 2.8454
H -8.7832 2.8556 4.5966
H -6.6601 1.7831 4.1536
H -6.3251 3.3723 4.8479
Cl -8.1339 -0.5070 -2.5478
C -7.6325 -2.1181 -3.1425
C -8.6502 -3.1793 -2.8318
Cl -8.7679 -3.5271 -1.0855
H -6.6653 -2.3509 -2.7005
H -7.4962 -2.0187 -4.2288
H -8.3636 -4.1080 -3.3216
H -9.6386 -2.8932 -3.1801
Cl -3.5828 -0.8376 -5.9471
C -4.7209 -0.4516 -7.2590
C -6.1453 -0.4175 -6.7742
Cl -6.7254 -2.0428 -6.3047
H -4.5882 -1.1874 -8.0470
H -4.4466 0.5277 -7.6458
H -6.8012 -0.0610 -7.5652
H -6.2556 0.2346 -5.9122
```

Properties
Kohn-Sham gap in Ha: 0.2446
Net charge: -1
Total energy in a.u.: -14272.5735

Molecular formula: C30H62FN5O32S6
Method: DFT, ωB97M-V/def2-TZVPD

The geometry in XYZ format:
```
136
Properties=species:S:1:pos:R:3
O 0.8006 2.0500 1.2898
C 0.6668 1.1853 0.3813
O -0.4281 0.4535 0.2047
C -0.1241 -0.6446 -0.6967
C 0.8666 0.0342 -1.5918
F 0.2650 0.7611 -2.6110
O 1.5102 0.9690 -0.6913
H 0.3704 -1.3800 -0.0619
H -0.9227 -1.1676 -1.2227
H 1.5475 -0.6815 -2.0526
O 8.9614 7.1379 5.2724
S 8.6792 5.7035 5.6094
O 9.6904 4.9820 6.4299
O 7.0723 5.4525 6.0095
C 6.4795 4.2174 5.5185
C 7.3831 3.7403 4.3429
O 8.3782 4.8216 4.1647
H 6.3795 3.4539 6.2900
H 5.4653 4.4810 5.2185
H 6.8543 3.5826 3.4029
H 7.9989 2.9124 4.6944
O -3.4784 5.7725 0.9732
S -4.0166 5.8370 -0.4243
O -5.3689 6.3943 -0.6248
O -2.8412 6.6670 -1.3460
C -2.5039 6.0223 -2.4661
C -3.5487 4.8775 -2.6995
O -3.7577 4.5324 -1.3473
H -2.5425 6.6291 -3.3708
H -1.4785 5.6541 -2.4355
H -3.1983 4.0666 -3.3380
H -4.4812 5.2230 -3.1459
O 3.1833 -5.6601 -8.7488
S 2.1198 -4.7164 -8.2943
O 1.9818 -3.4025 -8.9427
O 0.6356 -5.4822 -8.2157
C 0.3592 -6.1496 -7.0268
C 1.4752 -5.6833 -6.0695
O 2.0663 -4.5382 -6.6348
H -0.6776 -5.9895 -6.7311
H 0.2177 -7.2121 -7.2246
H 2.2346 -6.4651 -6.0505
H 1.2169 -5.3853 -5.0534
O -5.3374 1.8867 -10.4382
S -3.8978 1.5472 -10.3902
O -2.9022 2.5770 -10.7820
O -3.5008 0.7032 -9.0528
C -2.5337 -0.2783 -9.3042
C -2.4373 -0.4340 -10.8532
O -3.6359 0.1822 -11.3167
H -1.5733 -0.0682 -8.8336
H -2.9863 -1.1456 -8.8236
H -2.5106 -1.4943 -11.0951
H -1.4854 -0.1342 -11.2916
O -0.0855 -9.4733 1.3415
S -0.4622 -8.8225 0.0693
O -0.7228 -7.3996 -0.0307
O 0.3983 -9.4309 -1.1498
C -0.2365 -10.4653 -1.9089
C -1.5062 -10.8298 -1.0614
O -1.8297 -9.5990 -0.5036
H -0.4965 -10.0876 -2.8978
H 0.6177 -11.1370 -1.9931
H -1.3729 -11.5993 -0.3009
H -2.3688 -11.0626 -1.6858
O -6.6011 -1.4906 -2.1716
S -6.5285 -1.4620 -3.6204
O -5.4356 -2.1214 -4.2400
O -7.9759 -1.9703 -4.1903
C -8.8669 -0.9007 -4.3987
C -8.0348 0.3844 -4.4721
O -6.7152 0.0143 -4.2516
H -9.4757 -1.1836 -5.2574
H -9.4600 -0.8785 -3.4845
H -8.3376 1.1380 -3.7452
H -8.0419 0.7753 -5.4896
C -0.8096 -0.6427 10.2354
N -0.7210 -0.6205 8.7468
C 0.4529 -0.5499 8.1294
C 0.5008 -1.0050 6.6251
O 1.4404 -0.0288 8.6331
H -1.7789 -0.1988 10.4627
H 0.0092 -0.1477 10.7576
H -0.8710 -1.6919 10.5243
H -1.5500 -1.0142 8.3251
H -0.4774 -1.0587 6.1472
H 0.9391 -2.0027 6.6488
H 1.2092 -0.4110 6.0477
C 2.8377 6.3677 10.5867
N 1.8005 5.8997 9.6864
C 0.8706 6.7890 9.3240
C -0.2967 6.2497 8.3697
O 0.7568 7.9502 9.7142
H 3.2347 5.5838 11.2316
H 2.6295 7.1719 11.2924
H 3.7309 6.7042 10.0604
H 1.7331 4.9175 9.4609
H -0.6046 5.2864 8.7763
H 0.0822 6.0311 7.3714
H -1.0561 7.0164 8.2161
C -7.0386 3.3118 8.1803
N -6.5721 2.9399 6.8782
C -6.0721 1.7353 6.5406
C -5.8419 1.5169 5.0351
O -5.8548 0.8741 7.3937
H -6.7302 4.2935 8.5399
H -6.6616 2.5791 8.8939
H -8.1199 3.1745 8.1836
H -6.8291 3.6298 6.1867
H -4.8264 1.8388 4.8041
H -6.4986 2.1811 4.4732
H -5.9533 0.4890 4.6901
C 6.6434 -7.4826 -0.5244
N 6.3130 -6.4637 0.5081
C 5.6550 -5.3251 0.2395
C 5.3071 -4.3189 1.3975
O 5.3512 -5.0326 -0.8929
H 6.2444 -8.4705 -0.2943
H 7.7163 -7.6722 -0.5573
H 6.5380 -7.1389 -1.5533
H 6.3932 -6.8404 1.4418
H 5.7057 -4.5191 2.3921
H 4.2280 -4.3752 1.5401
H 5.7679 -3.4001 1.0348
C 5.0805 2.1282 -7.8014
N 3.9687 3.0140 -7.7783
C 3.4366 3.7171 -6.7940
C 4.2223 3.7621 -5.5519
O 2.3760 4.2854 -7.0129
H 5.9323 2.7316 -7.4877
H 5.2114 1.8378 -8.8438
H 4.8622 1.2945 -7.1340
H 3.5109 2.9907 -8.6783
H 5.2080 4.1826 -5.7512
H 4.4337 2.7312 -5.2681
H 3.6783 4.4086 -4.8633
```

Properties
Kohn-Sham gap in Ha: 0.3241
Total energy in a.u.: -6350.4380

- Which of these has the highest Kohn-Sham gap?
  C30H62FN5O32S6